C4H8O4 | the ωB97M-V functional and the def2-TZVPD basis

Results
Highest occupied orbital energy ... -0.3548 hartree
Multiplicity ... 1
Frontier orbital gap ... 0.3606 Ha
Lowest unoccupied orbital energy ... 0.2 eV
Relative energy (zero: lowest compared OMol25 entry of this formula, charge and spin) ... 103.1 kcal per mole

Cartesian coordinates (Å):
H1 -1.699 1.336 0.353
H2 -1.954 0.400 -2.579
H3 -2.597 -0.149 -0.245
H4 -0.325 0.151 -1.250
H5 -1.224 1.963 -2.010
O1 2.195 -0.916 -0.168
O2 1.302 0.976 0.786
H6 2.411 -1.759 0.262
C1 0.827 -1.126 1.806
O3 1.402 -2.141 2.100
H7 2.211 1.204 0.553
O4 -0.063 -0.534 -0.253
C2 -1.544 0.962 -1.749
C3 1.079 -0.389 0.478
C4 -2.018 0.731 -0.483
H8 -0.004 -0.709 2.398



C7H15N2 | the ωB97M-V functional and the def2-TZVPD basis

Results
Highest occupied orbital energy (alpha / beta) ... -0.4449 / -0.4172 hartree
Multiplicity ... 1
Frontier orbital gap (alpha / beta) ... 0.2981 / 0.2949 Ha
Lowest unoccupied orbital energy (alpha / beta) ... -4.0 / -3.3 eV
Net charge ... +1
Relative energy (zero: lowest compared OMol25 entry of this formula, charge and spin) ... 92.7 kcal per mole

Cartesian coordinates (Å):
C1 -0.745 -0.422 0.402
H1 -1.922 0.046 2.277
C2 1.601 -0.806 -0.832
H2 0.719 2.593 -0.077
N1 -1.000 0.111 1.803
H3 1.053 -1.226 -1.706
C3 0.980 2.310 -1.020
H4 -1.941 -0.343 -1.394
C4 0.726 -0.131 0.165
H5 2.414 -0.083 -1.285
H6 0.038 -2.361 0.652
H7 0.353 0.800 3.336
H8 -0.805 -2.136 -0.793
C5 -0.809 -1.951 0.247
C6 -1.809 0.301 -0.488
H9 2.064 2.199 -1.117
H10 -1.626 1.317 -0.581
H11 2.053 -1.607 -0.250
H12 -2.662 0.246 0.063
N2 1.168 0.408 1.405
H13 -1.720 -2.278 0.721
C7 0.193 0.434 2.307
H14 0.272 1.985 -1.722
H15 2.185 0.613 1.576



C4H8O2 | the ωB97M-V functional and the def2-TZVPD basis

Results
Highest occupied orbital energy ... -0.3574 hartree
Multiplicity ... 1
Frontier orbital gap ... 0.3950 Ha
Lowest unoccupied orbital energy ... 1.0 eV
Relative energy (zero: lowest compared OMol25 entry of this formula, charge and spin) ... 56.9 kcal per mole

Cartesian coordinates (Å):
H1 -1.388 0.885 1.596
C1 0.118 -0.121 0.377
H2 0.933 -0.838 0.553
H3 1.730 1.339 -0.302
H4 0.042 1.889 -0.568
C2 -0.411 -1.354 -1.536
O1 0.584 1.625 1.451
C3 0.698 1.279 0.066
H5 -0.185 0.043 2.624
H6 0.302 -2.147 -1.262
H7 -1.272 -1.805 -2.034
H8 0.087 -0.666 -2.235
O2 -0.894 -0.680 -0.397
C4 -0.343 0.550 1.667